Record 1
A structure of composition C26H23BaO in a non-equilibrium geometry, computed with wB97M-V/def2-TZVPD.

Element x y z (Å)
1 C 0.4084 -1.4894 2.1454
2 C -0.9397 -2.0749 1.6688
3 C -0.8233 -2.5632 0.3270
4 H -1.8369 -1.7771 2.2238
5 C 0.6449 -2.5493 -0.0390
6 C 1.3678 -1.9730 1.0439
7 H 2.4478 -1.7849 1.1342
8 H 0.8342 -1.7448 3.2108
9 H -1.6608 -2.5254 -0.4112
10 H 0.9952 -2.5034 -1.1030
11 C -0.9837 2.4087 0.8627
12 C -0.6941 1.8450 2.1222
13 C 0.7824 1.3939 2.1768
14 H -1.4401 1.6040 2.9272
15 C 1.3362 2.0432 0.9099
16 C 0.2839 2.6474 0.1355
17 H 0.3064 2.7007 -0.9956
18 H -2.0140 2.4174 0.4477
19 H 1.5426 1.3934 3.0335
20 H 2.3993 1.9204 0.6317
21 Ba -0.2353 0.0270 -0.4234
22 O -0.3035 -0.1291 -3.3813
23 C -1.4344 -0.9003 -3.9159
24 C -0.1068 -0.9313 -4.6499
25 H -1.6820 -1.7957 -3.3247
26 H -2.2549 -0.3242 -4.3783
27 H 0.5078 -1.8292 -4.5425
28 H 0.8080 -1.9371 -6.9709
29 C 0.5515 -0.8761 -7.0730
30 C 0.0609 -0.1897 -5.9297
31 C -0.2793 1.1730 -6.0375
32 H -0.6343 1.7189 -5.1523
33 C -0.1207 1.8377 -7.2593
34 H -0.3711 2.9005 -7.3308
35 C 0.3592 1.1549 -8.3895
36 H 0.4784 1.6745 -9.3440
37 C 0.6941 -0.2049 -8.2917
38 H 1.0727 -0.7535 -9.1584
39 C 0.0488 0.0262 2.5500
40 C -0.1111 -0.0720 3.9316
41 C -0.0434 -0.0666 5.3220
42 C -1.1652 0.4482 6.0724
43 C -1.0314 0.6908 7.4684
44 C 0.0832 0.1553 8.1160
45 C 1.0553 -0.6196 7.4655
46 C 1.0914 -0.6000 6.0301
47 H -2.1168 0.6554 5.5192
48 H -1.7679 1.2408 7.9704
49 H 0.1728 0.3309 9.2055
50 H 1.7775 -1.2049 7.9890
51 H 1.9395 -0.9887 5.4609

Values from the calculation:
Relative energy (zero: lowest compared OMol25 entry of this formula, charge and spin) ... 0.000 eV
Total energy ... -30064.035 eV
M ... 488.797 u
Net charge ... -1
HOMO-LUMO gap (spin up / spin down) ... 0.1039 / 0.1039 hartree

Record 2
A structure of composition C26H23CoN7O2S5 in a non-equilibrium geometry, computed with wB97M-V/def2-TZVPD.

Element x y z (Å)
1 Co -1.7425 -1.1242 -0.3735
2 C -2.8460 -3.4454 2.9563
3 C -2.7199 -2.2157 2.0698
4 O -2.2324 -2.4156 0.9145
5 C -3.1079 -0.9840 2.5826
6 C -3.0837 0.2264 1.8406
7 C -3.4635 1.5209 2.5160
8 N -2.7307 0.2490 0.5831
9 N -2.8199 1.4655 -0.0689
10 C -2.1873 1.4016 -1.2193
11 O -1.5320 0.3723 -1.6113
12 C -2.2410 2.6009 -2.0872
13 C -1.8939 2.4977 -3.4313
14 C -1.9915 3.6004 -4.2668
15 C -2.4230 4.8219 -3.7680
16 C -2.7609 4.9345 -2.4234
17 C -2.6711 3.8336 -1.5886
18 H -2.7059 -4.3359 2.3466
19 H -3.8204 -3.4849 3.4463
20 H -2.0764 -3.4208 3.7339
21 H -3.4558 -0.9379 3.6074
22 H -3.6127 1.3676 3.5861
23 H -4.3750 1.9324 2.0792
24 H -2.6706 2.2524 2.3509
25 H -1.5612 1.5348 -3.7992
26 H -1.7386 3.5027 -5.3161
27 H -2.4922 5.6847 -4.4214
28 H -3.1019 5.8861 -2.0299
29 H -2.9366 3.8941 -0.5421
30 S -0.6168 -3.3937 -7.2162
31 C -0.9479 -3.0776 -5.6154
32 S -2.5426 -2.7900 -5.0047
33 C -2.1468 -2.4976 -3.3139
34 C -0.8200 -2.5806 -3.0180
35 S -0.1147 -2.3796 -1.4600
36 S 0.2391 -2.9687 -4.3670
37 S -3.4125 -2.1518 -2.2085
38 C 0.6606 1.7124 0.7418
39 C 0.8352 0.3870 1.3934
40 N 0.0702 -0.6517 1.2001
41 C 0.5605 -1.6630 1.9869
42 C 1.6478 -1.2265 2.6759
43 N 1.8240 0.0912 2.2934
44 C 2.9513 0.9132 2.6354
45 N 4.1780 0.2002 2.4236
46 N 5.1053 0.0750 3.4055
47 N 6.1023 -0.5897 2.9541
48 C 5.8504 -0.9412 1.6576
49 C 6.5981 -1.6722 0.7300
50 C 6.0290 -1.8877 -0.5080
51 C 4.7583 -1.3961 -0.8430
52 C 4.0114 -0.6543 0.0520
53 C 4.5912 -0.4395 1.2972
54 H -0.0995 1.6054 -0.0271
55 H 1.5836 2.0613 0.2701
56 H 0.3271 2.4686 1.4571
57 H 0.1065 -2.6401 1.9712
58 H 2.3173 -1.7131 3.3657
59 H 2.9322 1.2278 3.6796
60 H 2.9114 1.7970 1.9983
61 H 7.5755 -2.0590 0.9853
62 H 6.5723 -2.4678 -1.2433
63 H 4.3374 -1.6119 -1.8157
64 H 3.0195 -0.3004 -0.2000

Values from the calculation:
Relative energy (zero: lowest compared OMol25 entry of this formula, charge and spin) ... 0.526 eV
Total energy ... -133667.023 eV
M ... 684.785 u
2S+1 ... 4
Net charge ... -2
HOMO-LUMO gap (spin up / spin down) ... 0.1542 / 0.1559 hartree

Record 3
A structure of composition C26H23CsF6N3O4S in a non-equilibrium geometry, computed with wB97M-V/def2-TZVPD.

Element x y z (Å)
1 Cs -18.1873 -6.3649 -6.4687
2 O -18.3480 -3.7547 -4.7430
3 C -17.5619 -4.3073 -3.6776
4 C -18.3830 -5.3133 -2.8539
5 C -18.7063 -5.0465 -1.5405
6 C -19.3413 -6.0398 -0.8081
7 C -19.5453 -7.2962 -1.4026
8 C -19.1043 -7.5152 -2.6728
9 N -18.5724 -6.5179 -3.3914
10 H -19.1803 -3.4046 -4.3838
11 H -17.1768 -3.4759 -3.0575
12 H -16.7041 -4.8084 -4.1483
13 H -18.4705 -4.0612 -1.1605
14 H -19.7096 -5.8916 0.1949
15 H -20.0381 -8.1181 -0.8483
16 H -19.1155 -8.5047 -3.1893
17 C -21.8730 2.4848 -7.9959
18 C -22.0073 1.0993 -7.4207
19 C -21.1502 0.1338 -7.9293
20 C -21.1509 -1.1621 -7.3879
21 C -22.1080 -1.4875 -6.4728
22 C -23.0122 -0.5553 -5.9658
23 C -22.9480 0.7571 -6.4336
24 S -22.1314 -3.2980 -6.0084
25 O -21.2112 -3.4980 -4.9030
26 O -23.5084 -3.6917 -5.8546
27 N -21.4001 -4.2848 -7.1917
28 C -21.9757 -4.3457 -8.3766
29 C -23.1220 -3.6093 -8.8031
30 C -23.6660 -3.7881 -10.0518
31 C -23.1583 -4.6893 -10.9200
32 C -22.0346 -5.4522 -10.6134
33 C -21.4122 -6.3660 -11.5034
34 C -20.3477 -7.0988 -11.0619
35 C -19.9740 -7.0440 -9.7265
36 N -20.5066 -6.2132 -8.8362
37 C -21.4516 -5.3386 -9.3031
38 H -20.8152 2.6875 -8.1791
39 H -22.2651 3.2846 -7.3486
40 H -22.3361 2.5612 -9.0136
41 H -20.4671 0.3351 -8.7362
42 H -20.3953 -1.9068 -7.6651
43 H -23.7618 -0.9243 -5.2409
44 H -23.6187 1.5252 -6.0729
45 H -23.5907 -2.9730 -8.0577
46 H -24.5875 -3.2412 -10.2913
47 H -23.6742 -4.9109 -11.8459
48 H -21.6921 -6.3763 -12.5686
49 H -19.8514 -7.7760 -11.7444
50 H -19.2746 -7.7723 -9.3440
51 C -13.8455 -8.4903 -7.4307
52 C -15.3226 -8.3425 -6.8602
53 O -15.9885 -7.3480 -7.4837
54 C -16.0684 -9.6917 -7.1521
55 F -15.5779 -10.7259 -6.3907
56 F -15.9008 -9.9752 -8.5047
57 F -17.4042 -9.6390 -6.8612
58 C -15.2313 -8.0053 -5.2777
59 F -16.4395 -7.9929 -4.6106
60 F -14.5051 -8.9986 -4.6607
61 F -14.6222 -6.7977 -5.1360
62 H -13.9134 -8.6331 -8.5122
63 H -13.3252 -9.3311 -6.9546
64 H -13.2364 -7.5793 -7.2407

Values from the calculation:
Relative energy (zero: lowest compared OMol25 entry of this formula, charge and spin) ... 0.485 eV
Total energy ... -67685.982 eV
M ... 720.447 u
Net charge ... -1
HOMO-LUMO gap ... 0.2243 hartree